The following is a quantum chemistry calculation of 2 unconnected molecules or ions with the total composition C2H6OS, from the OMol25 dataset.

```
10
Properties=species:S:1:pos:R:3
S 2.187 0.750 0.986
H 2.748 1.942 1.208
H 1.543 0.762 2.143
O -0.978 -1.598 0.890
C -0.948 -0.599 0.220
C -0.915 -0.430 -1.272
H -0.965 0.374 0.777
H -1.244 -1.366 -1.723
H 0.102 -0.228 -1.603
H -1.529 0.393 -1.625
```

Properties
energy relative to the best compared isomer or geometry (same formula, charge and spin): 0.078 eV
E_HOMO: -9.72 eV
SMILES string: CC=O.S
net charge: 0